1.
An isolated molecule of C18H21N3O6S at a distorted geometry, computed with wB97M-V/def2-TZVPD.

Results
**Net charge**: 0
**SMILES string**: Cn1cccc1C(=O)OCC(=O)Nc1cccc(S(=O)(=O)N2CCOCC2)c1
**Gap between HOMO and LUMO**: 9.49 eV
**LUMO**: 0.52 eV
**Energy above the lowest of the compared OMol25 structures with the same formula, charge and spin**: 0.00 kJ/mol

Atoms and positions in Å:
C (-2.38622, -2.41968, 0.67644)
N (-3.50337, -1.71710, 0.10779)
C (-4.49332, -2.29597, -0.59244)
C (-5.37129, -1.32870, -1.03809)
C (-4.88364, -0.10484, -0.59143)
C (-3.71454, -0.36098, 0.12157)
C (-2.87141, 0.59916, 0.79023)
O (-1.90024, 0.35068, 1.48967)
O (-3.29766, 1.85445, 0.55611)
C (-2.62216, 2.93633, 1.18595)
C (-1.33659, 3.31784, 0.42770)
O (-1.27415, 4.28870, -0.28775)
N (-0.33049, 2.44092, 0.67410)
C (0.92119, 2.36107, 0.06803)
C (1.28929, 3.13273, -1.03392)
C (2.52526, 2.94758, -1.62778)
C (3.40449, 1.98918, -1.14761)
C (3.03839, 1.24404, -0.04376)
S (4.15494, -0.01546, 0.58535)
O (4.18567, 0.05072, 2.01631)
O (5.37732, 0.08888, -0.15304)
N (3.47899, -1.48069, 0.19631)
C (2.65071, -2.20200, 1.12940)
C (1.16910, -2.12835, 0.74626)
O (0.96233, -2.48117, -0.60891)
C (1.71107, -1.66068, -1.48131)
C (3.21234, -1.77218, -1.18946)
C (1.82333, 1.42676, 0.57814)
H (-1.54893, -2.44747, -0.02607)
H (-2.06041, -1.91703, 1.58468)
H (-2.68407, -3.44118, 0.90911)
H (-4.52316, -3.35912, -0.73401)
H (-6.25816, -1.49653, -1.61527)
H (-5.31106, 0.86450, -0.74791)
H (-3.31844, 3.77516, 1.14361)
H (-2.38777, 2.68110, 2.22589)
H (-0.55929, 1.66441, 1.29633)
H (0.60249, 3.87115, -1.41370)
H (2.80022, 3.55164, -2.47852)
H (4.37016, 1.81806, -1.59441)
H (2.82694, -1.77264, 2.11495)
H (2.97051, -3.25125, 1.12937)
H (0.59471, -2.84633, 1.33407)
H (0.77192, -1.11912, 0.92180)
H (1.48560, -2.01187, -2.48956)
H (1.38684, -0.61301, -1.37856)
H (3.78798, -1.07176, -1.79325)
H (3.54715, -2.79403, -1.40456)
H (1.58740, 0.85410, 1.46216)

---

2.
An isolated ion of composition C18H21N4O3 and charge +1 at a distorted geometry, computed with wB97M-V/def2-TZVPD.

Results
**Net charge**: +1
**SMILES string**: COc1ccc(OC)c([NH2+]c2nc(NCCO)c3ccccc3n2)c1
**Gap between HOMO and LUMO**: 8.45 eV
**LUMO**: -2.85 eV
**Energy above the lowest of the compared OMol25 structures with the same formula, charge and spin**: 9.53 kJ/mol

Atoms and positions in Å:
C (-3.52749, -2.93291, 0.06902)
O (-3.94130, -1.78936, -0.64750)
C (-3.36617, -0.60187, -0.39089)
C (-3.87969, 0.49608, -1.09225)
C (-3.39450, 1.77022, -0.90190)
C (-2.36204, 1.99843, 0.00676)
O (-1.80912, 3.20092, 0.32290)
C (-2.28402, 4.35892, -0.33844)
C (-1.84621, 0.89822, 0.69020)
N (-0.74541, 1.16727, 1.62328)
C (0.57857, 0.82998, 1.04758)
N (0.86825, -0.45807, 1.04438)
C (2.05724, -0.79169, 0.52893)
N (2.38502, -2.08261, 0.52424)
C (1.50716, -3.12694, 0.99867)
C (0.50695, -3.57295, -0.08457)
O (1.11180, -4.27245, -1.13443)
C (2.94213, 0.22441, 0.01929)
C (4.21151, -0.01465, -0.52918)
C (4.97827, 1.03094, -0.98181)
C (4.50939, 2.34612, -0.90520)
C (3.27302, 2.61389, -0.37425)
C (2.47499, 1.56234, 0.09456)
N (1.25254, 1.84447, 0.63122)
C (-2.32299, -0.38887, 0.50909)
H (-4.17191, -3.73943, -0.27447)
H (-2.48630, -3.18664, -0.14857)
H (-3.66050, -2.79864, 1.14641)
H (-4.68157, 0.31650, -1.78943)
H (-3.82471, 2.58626, -1.45765)
H (-1.69748, 5.18242, 0.06329)
H (-2.12400, 4.29066, -1.41658)
H (-3.34288, 4.52797, -0.12899)
H (-0.87816, 0.65139, 2.49902)
H (-0.74232, 2.19155, 1.76690)
H (3.26860, -2.35494, 0.12440)
H (2.11444, -3.98149, 1.29804)
H (0.95345, -2.74690, 1.85858)
H (-0.03653, -2.69125, -0.45249)
H (-0.20068, -4.27349, 0.36492)
H (1.63326, -3.67476, -1.68101)
H (4.60134, -1.01958, -0.59781)
H (5.95371, 0.83780, -1.40008)
H (5.12916, 3.15215, -1.26574)
H (2.88845, 3.61793, -0.30084)
H (-1.87331, -1.19732, 1.06241)

---

3.
An isolated ion of composition C18H21N4O5 and charge -1 at a distorted geometry, computed with wB97M-V/def2-TZVPD.

Results
**Net charge**: -1
**SMILES string**: CNC(=O)[C@@H](CC(=O)[O-])NC(=O)[C@@H](Cc1c[nH]c2ccccc12)NC(C)=O
**Gap between HOMO and LUMO**: 8.33 eV
**LUMO**: 2.75 eV
**Energy above the lowest of the compared OMol25 structures with the same formula, charge and spin**: 0.00 kJ/mol

Atoms and positions in Å:
C (-2.55357, -5.68957, -2.10991)
N (-1.78953, -4.44183, -2.02336)
C (-1.49452, -3.69197, -3.08039)
O (-1.86208, -3.95578, -4.22927)
C (-0.80232, -2.33709, -2.81007)
C (-1.82337, -1.43058, -2.12168)
C (-1.81687, -1.48945, -0.58848)
O (-1.54118, -2.55761, -0.00572)
O (-1.97830, -0.41079, 0.03126)
N (0.39287, -2.40873, -1.98297)
C (1.32827, -1.43830, -2.02995)
O (1.72089, -0.98834, -3.08984)
C (1.83376, -0.84089, -0.68661)
C (1.94618, 0.69216, -0.78055)
C (2.46018, 1.47918, 0.38597)
C (3.75310, 1.87437, 0.54885)
N (3.90773, 2.59451, 1.70304)
C (2.73666, 2.59714, 2.43882)
C (2.40012, 3.15901, 3.67519)
C (1.05634, 3.07853, 4.11612)
C (0.13122, 2.29519, 3.40922)
C (0.47516, 1.66379, 2.23622)
C (1.77667, 1.85479, 1.65106)
N (1.10160, -1.17295, 0.55655)
C (1.64805, -1.71042, 1.62951)
C (0.69574, -1.95824, 2.76255)
O (2.80967, -2.09449, 1.72202)
H (-3.34827, -5.57691, -2.83180)
H (-2.99971, -5.92117, -1.14819)
H (-1.91993, -6.49123, -2.49780)
H (-1.52372, -4.09681, -1.11772)
H (-0.58666, -1.93628, -3.79812)
H (-2.83180, -1.65127, -2.48424)
H (-1.65945, -0.39103, -2.43899)
H (0.22160, -2.74201, -1.05279)
H (2.87846, -1.20280, -0.55096)
H (1.00054, 1.09263, -1.02832)
H (2.59227, 0.93110, -1.62433)
H (4.48766, 1.75761, -0.21553)
H (4.75959, 3.06873, 1.95703)
H (3.15544, 3.70791, 4.22331)
H (0.73154, 3.60844, 4.99531)
H (-0.86016, 2.22598, 3.80527)
H (-0.25684, 1.06909, 1.68779)
H (0.13501, -0.93529, 0.62215)
H (1.28680, -2.10434, 3.68055)
H (0.09623, -2.81464, 2.52400)
H (0.10903, -1.03271, 2.94485)

---

4.
An isolated molecule of C18H21NO4, computed with wB97M-V/def2-TZVPD.

Results
**Net charge**: 0
**SMILES string**: Cc1cc(=O)oc2ccc(OCC(=O)N3CCC(C)CC3)cc12
**Gap between HOMO and LUMO**: 8.49 eV
**LUMO**: 0.05 eV
**Energy above the lowest of the compared OMol25 structures with the same formula, charge and spin**: 36.15 kJ/mol

Atoms and positions in Å:
C (-1.88189, -2.36041, -1.59308)
C (-2.46709, -1.18631, -0.88181)
C (-3.66432, -0.66679, -1.23043)
C (-4.26313, 0.46938, -0.55675)
O (-5.32822, 0.96215, -0.83588)
O (-3.54960, 1.01693, 0.47571)
C (-2.34685, 0.52509, 0.84925)
C (-1.69677, 1.15863, 1.90990)
C (-0.46304, 0.71839, 2.32131)
C (0.15322, -0.36901, 1.68506)
O (1.39271, -0.69568, 2.15194)
C (2.10309, -1.72847, 1.50200)
C (2.43561, -1.46056, 0.02560)
O (2.11970, -2.27879, -0.82476)
N (3.09053, -0.33042, -0.27278)
C (3.46520, 0.72740, 0.63330)
C (2.58929, 1.96678, 0.39604)
C (2.25327, 2.14450, -1.09703)
C (0.85976, 1.61104, -1.42807)
C (3.32797, 1.45858, -1.94588)
C (3.38276, -0.04478, -1.66906)
C (-0.49640, -1.01482, 0.65081)
C (-1.75118, -0.57316, 0.21439)
H (-0.88994, -2.12506, -1.97552)
H (-2.51771, -2.65924, -2.42165)
H (-1.78151, -3.20175, -0.90847)
H (-4.24708, -1.07677, -2.04049)
H (-2.18036, 1.99564, 2.38688)
H (0.05505, 1.19799, 3.13663)
H (1.54946, -2.67461, 1.54233)
H (3.03024, -1.84658, 2.07086)
H (3.37548, 0.40119, 1.66704)
H (4.51660, 0.96829, 0.44077)
H (3.12298, 2.84015, 0.77316)
H (1.66284, 1.87295, 0.96284)
H (2.26340, 3.21326, -1.33475)
H (0.65055, 1.73466, -2.48841)
H (0.10352, 2.15526, -0.86608)
H (0.76786, 0.55794, -1.17942)
H (4.29426, 1.91733, -1.72708)
H (3.12423, 1.61454, -3.00562)
H (2.64955, -0.58572, -2.27118)
H (4.37417, -0.44135, -1.91962)
H (-0.04761, -1.85701, 0.15376)